1.
60
Properties=species:S:1:pos:R:3 method="wB97M-V/def2-TZVPD" gap_ev="4.77 / 4.31" multiplicity=2 total_energy_ha=-1309.24192 total_charge=+3 de_lowest_kcal_mol=20.9
Re -0.1138 0.2904 -0.1980
C 2.2020 -2.4271 -0.6589
C 1.1388 -2.6638 0.4416
N 0.5140 -1.4560 1.0099
C -0.5682 -1.8114 1.9518
C -1.3047 -0.5510 2.4109
N -1.6901 0.3190 1.2682
C -3.0360 0.0710 0.6891
C -3.2704 -1.2682 -0.0164
C -2.2527 -1.7904 -1.0606
N -1.3099 -0.8263 -1.6631
C -0.3832 -1.5312 -2.5923
C 0.8707 -0.6942 -2.8701
N 1.4724 -0.1640 -1.6154
C 2.5630 -0.9901 -1.0285
H 1.9130 -2.9661 -1.5604
H 3.1359 -2.8892 -0.3323
H 1.6015 -3.2340 1.2543
H 0.3400 -3.2929 0.0375
H 1.2421 -0.9759 1.5576
H -0.1699 -2.3246 2.8351
H -1.2485 -2.5030 1.4506
H -0.6402 0.0282 3.0612
H -2.1793 -0.8367 3.0023
H -1.7682 1.2577 1.6617
H -3.2248 0.8903 -0.0106
H -3.7917 0.1389 1.4778
H -4.2495 -1.1700 -0.4884
H -3.3835 -2.0537 0.7308
H -2.8230 -2.2793 -1.8584
H -1.6364 -2.5666 -0.5980
H -1.8471 -0.1335 -2.2050
H -0.8802 -1.7572 -3.5408
H -0.1105 -2.4775 -2.1247
H 0.5981 0.1551 -3.5013
H 1.5895 -1.3042 -3.4249
H 1.9515 0.6983 -1.8813
H 2.9458 -0.4502 -0.1558
H 3.3914 -1.0563 -1.7424
C -2.2841 7.6119 -4.1141
C -1.9120 6.3671 -3.4388
C -2.6517 5.8747 -2.3426
C -2.2272 4.7951 -1.6026
C -3.0311 4.3129 -0.4402
C -1.0136 4.1601 -1.9680
Te -0.0217 2.9743 -0.5212
C -0.3218 4.5469 -3.1395
C 0.9056 3.8534 -3.6189
C -0.7816 5.6348 -3.8491
H -3.1674 8.0764 -3.6864
H -2.4323 7.4487 -5.1863
H -1.4487 8.3217 -4.0890
H -3.5615 6.3848 -2.0615
H -3.8848 4.9578 -0.2544
H -2.4255 4.2957 0.4675
H -3.4069 3.3091 -0.6390
H 1.1221 2.9648 -3.0211
H 1.7619 4.5253 -3.5621
H 0.7916 3.5602 -4.6620
H -0.2330 5.9521 -4.7240


2.
108
Properties=species:S:1:pos:R:3 method="wB97M-V/def2-TZVPD" gap_ev="6.15 / 2.88" multiplicity=6 total_energy_ha=-4176.87106 total_charge=+2 de_lowest_kcal_mol=109.1
Fe -1.6167 -4.6402 22.6708
N -2.4065 -6.0403 25.5274
C -2.0919 -6.9902 24.5569
C -1.7754 -8.2713 25.0255
C -1.6140 -9.2742 24.1009
C -1.8274 -8.9386 22.7376
C -2.0932 -7.6182 22.4312
N -2.0509 -6.5806 23.2969
C -2.7359 -4.7351 25.3406
C -3.1827 -4.0106 26.4511
C -3.6616 -2.7018 26.2361
C -3.4545 -2.0409 24.9436
C -2.9354 -2.8213 23.9580
N -2.5613 -4.1140 24.1441
H -2.1460 -6.3149 26.4350
H -1.6918 -8.4646 26.1306
H -1.2615 -10.2815 24.3751
H -1.7587 -9.6890 21.9300
H -2.3110 -7.3855 21.4327
H -3.2655 -4.5610 27.3956
H -4.1917 -2.2245 27.0545
H -3.6091 -1.0041 24.7140
H -2.7854 -2.4500 22.9418
C 3.0460 -6.7222 24.0492
C 2.9140 -6.1487 22.6525
C 1.5642 -5.5110 22.3642
Sb 1.5927 -3.3172 21.9094
C 3.6573 -2.4616 22.0084
C 3.8345 -1.2398 22.7224
C 5.0353 -0.6078 22.7280
C 6.0173 -1.0875 21.8697
C 5.9508 -2.3468 21.2658
C 4.7376 -3.0550 21.3918
C 1.7181 -3.2359 19.7541
C 2.6767 -4.0135 19.0868
C 3.3552 -3.4695 17.9805
C 2.9797 -2.3089 17.3578
C 1.9303 -1.5625 17.9409
C 1.3315 -2.0091 19.1396
Sb 2.5845 -5.3026 25.6719
C 2.5096 -6.6886 27.3719
C 3.5638 -7.5786 27.6947
C 3.3382 -8.7244 28.4579
C 2.0530 -9.0603 28.8473
C 1.0096 -8.1159 28.7305
C 1.2720 -6.9595 27.9650
C 4.6435 -4.7943 26.0049
C 5.2480 -4.3926 24.8283
C 6.6644 -4.2530 24.7924
C 7.4079 -4.4489 25.9343
C 6.7493 -4.7029 27.1380
C 5.3479 -4.8069 27.2336
H 4.0866 -7.1282 24.2287
H 2.2547 -7.4506 24.3370
H 3.2008 -6.9992 21.9981
H 3.7419 -5.4398 22.5692
H 0.9500 -5.6293 23.2799
H 0.9768 -5.9732 21.5720
H 2.9622 -0.8237 23.2854
H 5.1518 0.3174 23.3045
H 6.9281 -0.5299 21.6695
H 6.7446 -2.6756 20.6327
H 4.6458 -4.0672 21.0059
H 2.9556 -5.0095 19.3864
H 4.1805 -4.0756 17.4930
H 3.5941 -1.8922 16.5700
H 1.6309 -0.6671 17.4457
H 0.6016 -1.3835 19.6683
H 4.5683 -7.4672 27.2547
H 4.2045 -9.3090 28.8177
H 1.8770 -10.0503 29.2980
H 0.0308 -8.1434 29.2279
H 0.4295 -6.2909 27.7645
H 4.6869 -4.1474 23.9451
H 6.9946 -3.9607 23.8205
H 8.4683 -4.4757 25.8835
H 7.2811 -4.7527 28.0506
H 4.8436 -4.9592 28.1394
O -3.3924 -2.6584 20.5622
C -2.9882 -3.6609 20.0234
N -3.4438 -4.2054 18.8386
C -3.1617 -5.5985 18.6360
C -1.9052 -5.6572 19.6708
O -1.0511 -6.5479 19.6958
N -2.0776 -4.6007 20.5514
C -4.3155 -6.2701 19.3704
C -5.5364 -5.5905 19.6602
C -6.3926 -6.1084 20.6067
C -6.0832 -7.2727 21.3371
C -4.9608 -7.9683 20.9420
C -4.1597 -7.5813 19.8825
C -2.6587 -5.9885 17.2393
C -1.4540 -5.4062 16.7346
C -1.0355 -5.6034 15.4279
C -1.7194 -6.4493 14.5781
C -2.7940 -7.2090 15.0835
C -3.2120 -6.9368 16.3813
H -3.8497 -3.5838 18.1395
H -5.8023 -4.6701 19.1334
H -7.2573 -5.5982 20.9303
H -6.6700 -7.5571 22.1714
H -4.5710 -8.8486 21.4926
H -3.3279 -8.2468 19.5487
H -0.8794 -4.6843 17.3446
H -0.1821 -5.0594 15.1454
H -1.5070 -6.4097 13.5188
H -3.2583 -7.9764 14.4738
H -4.0457 -7.5186 16.7237


3.
7
Properties=species:S:1:pos:R:3 method="wB97M-V/def2-TZVPD" gap_ev="8.08 / 10.18" multiplicity=7 total_energy_ha=-929.23439 total_charge=+2 de_lowest_kcal_mol=0.0
O 2.7294 1.7334 -2.3901
C 1.8390 1.0789 -1.8512
H 0.9736 1.4586 -1.4207
O 2.2595 -0.6942 -2.8544
O 1.5758 -0.1423 -2.0308
Sm 4.0494 0.4662 -3.7672
Li 1.9508 -2.4526 -2.6893